[1]
This record from the Open Molecules 2025 dataset describes one molecule with the formula C3H5NO3 in a non-equilibrium geometry. The level of theory is wB97M-V/def2-TZVPD.

Geometry as XYZ:
```
12
Properties=species:S:1:pos:R:3:nbo_charge:R:1
C 1.6702 0.4244 0.7458 -0.4453
N 0.2439 0.2041 0.3047 -0.0952
O -0.6567 1.0235 0.9541 -0.5393
C -0.1683 -0.4286 -0.6339 0.4865
O 0.4778 -1.3250 -1.2003 -0.6412
C -1.6384 -0.5342 -1.1111 0.3853
O -2.5691 -0.5661 -0.3651 -0.5189
H 2.3789 -0.1483 0.1300 0.2542
H 1.6390 1.6315 0.6229 0.2319
H 1.7904 0.0804 1.9354 0.2300
H -1.4492 0.4038 0.7827 0.4943
H -1.7185 -0.7654 -2.1652 0.1577
```

**SMILES**: CN(O)C(=O)C=O
**HOMO level**: -9.6 eV
**Net charge**: 0
**Kohn-Sham gap**: 9.8633 eV
**Electronic energy**: -10820.812 eV



[2]
This record from the Open Molecules 2025 dataset describes one molecule with the formula C3H5NO3 in a non-equilibrium geometry. The level of theory is wB97M-V/def2-TZVPD.

Geometry as XYZ:
```
12
Properties=species:S:1:pos:R:3:nbo_charge:R:1
O -1.2130 2.6172 -0.6318 -0.5965
C -1.1463 1.3650 -0.6523 0.5282
N -1.2927 0.4232 0.2685 -0.6337
C -0.4121 -0.8501 0.0594 -0.3371
C 1.1811 -0.3379 0.2679 0.8014
O 1.4718 0.7608 0.4460 -0.5313
O 1.9577 -1.4678 0.3387 -0.7132
H -0.4554 0.9611 -1.5353 0.0831
H -1.7890 0.4971 1.1951 0.4172
H -0.7840 -1.6517 0.8321 0.2473
H -0.4715 -1.0451 -1.0215 0.2319
H 2.9536 -1.2717 0.4332 0.5027
```

**SMILES**: O=CNCC(=O)O
**HOMO level**: -9.6 eV
**Net charge**: 0
**Kohn-Sham gap**: 9.9726 eV
**Electronic energy**: -10823.480 eV



[3]
This record from the Open Molecules 2025 dataset describes one molecule with the formula C3H5NO3S in a non-equilibrium geometry. The level of theory is wB97M-V/def2-TZVPD.

Geometry as XYZ:
```
13
Properties=species:S:1:pos:R:3:nbo_charge:R:1
S 0.3442 2.5455 0.1680 -0.1716
C 0.0947 0.8677 -0.1326 0.3641
N -1.0974 0.2332 -0.3164 -0.3783
O -1.2552 -0.9835 -0.9099 -0.3400
C -0.9275 -1.9718 -0.0277 0.1865
O 0.4437 -2.0890 -0.0300 -0.5007
C 0.9027 -1.0413 0.8167 0.1597
O 1.2732 0.1123 0.0706 -0.4921
H -1.6209 1.0869 -0.7828 0.4364
H -1.1586 -2.9459 -0.5401 0.1998
H -1.3738 -1.8379 0.9399 0.1660
H 1.9470 -1.2655 1.2500 0.1976
H 0.2682 -0.8435 1.6756 0.1725
```

**SMILES**: S=C1NOCOCO1
**HOMO level**: -8.8 eV
**Net charge**: 0
**Kohn-Sham gap**: 9.1162 eV
**Electronic energy**: -21656.016 eV



[4]
This record from the Open Molecules 2025 dataset describes a 2-piece molecular cluster, C3H5NO4 overall in a non-equilibrium geometry. The level of theory is wB97M-V/def2-TZVPD.

Geometry as XYZ:
```
13
Properties=species:S:1:pos:R:3:nbo_charge:R:1
N -0.0160 1.3232 1.3104 -0.8217
C 0.5167 0.8169 0.0968 -0.3413
C -0.6274 -0.2772 -0.8718 0.7786
O -1.7811 -0.1067 -0.6129 -0.6270
O -0.0655 -0.4221 -2.0819 -0.6999
H 0.1642 0.7263 2.1071 0.3676
H -1.0087 1.5181 1.2440 0.3832
H 0.3997 1.5654 -0.6882 0.2208
H 1.5875 0.6331 0.1271 0.2185
H -0.7730 -0.5784 -2.7259 0.4933
O -0.1530 -2.0998 -0.1663 -0.5215
C 0.5823 -1.5546 0.6302 1.0288
O 1.1744 -1.5443 1.6315 -0.4794
```

**SMILES**: NCC(=O)O.O=C=O
**HOMO level**: -9.1 eV
**Net charge**: 0
**Kohn-Sham gap**: 9.1914 eV
**Electronic energy**: -12870.411 eV



[5]
This record from the Open Molecules 2025 dataset describes one molecule with the formula C3H5NO4 in a non-equilibrium geometry. The level of theory is wB97M-V/def2-TZVPD.

Geometry as XYZ:
```
13
Properties=species:S:1:pos:R:3:nbo_charge:R:1
O -2.1556 -1.0695 -0.1086 -0.5864
C -1.6267 0.0010 -0.0358 0.7531
O -2.2652 1.1619 -0.1335 -0.6472
C -0.1462 0.2145 0.0295 -0.0172
C 0.7141 -0.9872 0.3287 -0.1379
O 2.0177 -0.8842 -0.3066 -0.7178
N 0.1860 1.4499 -0.0647 -0.0019
O 1.4629 1.7927 0.0636 -0.5156
H -3.1819 0.9597 0.0573 0.4928
H 0.1742 -1.9189 0.1257 0.2215
H 0.9336 -0.9669 1.3947 0.2074
H 1.8361 -0.7992 -1.2627 0.4733
H 2.0507 1.0465 -0.0876 0.4758
```

**SMILES**: O=C(O)/C(CO)=N/O
**HOMO level**: -10.2 eV
**Net charge**: 0
**Kohn-Sham gap**: 10.4102 eV
**Electronic energy**: -12870.164 eV



[6]
This record from the Open Molecules 2025 dataset describes a 2-piece molecular cluster, C3H5NO4 overall in a non-equilibrium geometry. The level of theory is wB97M-V/def2-TZVPD.

Geometry as XYZ:
```
13
Properties=species:S:1:pos:R:3:nbo_charge:R:1
C -0.5727 -0.7923 0.1923 -0.3442
C 1.5488 -0.0220 -0.5735 0.5964
C 0.0000 0.3851 -0.3464 0.4156
N 2.3584 0.9685 -0.1627 -0.8109
O -1.8349 -0.2601 1.1569 -0.3123
O -3.0794 -0.6891 0.5660 -0.4410
O 1.8870 -1.0268 -1.1477 -0.6036
O -0.3972 1.5168 -0.4923 -0.5525
H -3.3616 0.1631 0.1782 0.4736
H 1.9611 1.8315 0.1742 0.4111
H 3.3309 0.9566 -0.4242 0.4036
H -1.1547 -1.4018 1.3749 0.4996
H -0.6858 -1.6294 -0.4957 0.2645
```

**HOMO level**: -9.2 eV
**Net charge**: 0
**Kohn-Sham gap**: 9.1780 eV
**Electronic energy**: -12864.954 eV



[7]
This record from the Open Molecules 2025 dataset describes one molecule with the formula C3H5NO4 in a non-equilibrium geometry. The level of theory is wB97M-V/def2-TZVPD.

Geometry as XYZ:
```
13
Properties=species:S:1:pos:R:3:nbo_charge:R:1
C 0.1970 -0.7194 0.4258 -0.4586
C -1.0769 -1.2611 -0.2734 -0.1019
C 0.4654 0.5215 -0.3811 0.1461
N 1.0303 1.6159 0.4400 0.1992
O 2.1909 1.9379 0.3341 -0.1750
O 0.2802 2.0507 1.2868 -0.1622
O -1.7173 0.0271 -0.4421 -0.2600
O -0.7195 0.9548 -0.8747 -0.2518
H -0.0108 -0.4560 1.4900 0.2400
H 1.0710 -1.4400 0.2885 0.2253
H -0.8795 -1.5779 -1.2966 0.1792
H -1.8599 -1.8492 0.2378 0.2274
H 1.0291 0.1957 -1.2351 0.1923
```

**2S+1**: 3
**HOMO level (spin up / spin down)**: -8.0 / -9.9 eV
**Net charge**: 0
**<S²>**: 2.007
**Kohn-Sham gap (spin up / spin down)**: 8.8486 / 6.4891 eV
**Electronic energy**: -12862.156 eV



[8]
This record from the Open Molecules 2025 dataset describes one molecule with the formula C3H5NO4S in a non-equilibrium geometry. The level of theory is wB97M-V/def2-TZVPD.

Geometry as XYZ:
```
14
Properties=species:S:1:pos:R:3:nbo_charge:R:1
C 0.3873 -2.7174 -1.9125 -0.2708
C 0.3485 -1.8244 -1.1015 -0.0887
C 0.3080 -0.6611 0.2908 0.2824
N -0.7123 -0.8160 1.1957 -0.8295
O 0.4245 0.5989 -0.4415 -0.7231
S -0.3579 1.7843 0.2804 2.5704
O -1.7551 1.8450 0.0849 -0.8940
O 0.1633 1.7883 1.6044 -0.9534
O 0.3182 2.9976 -0.4297 -0.8747
H 0.5153 -3.4010 -2.6659 0.2218
H 1.2293 -1.0266 0.8202 0.2221
H -1.6656 -0.4551 1.0693 0.4139
H -0.3576 -0.8534 2.0901 0.3963
H 1.1540 2.7408 -0.8847 0.5272
```

**SMILES**: C#C[C@H](N)OS(=O)(=O)O
**HOMO level**: -10.3 eV
**Net charge**: 0
**Kohn-Sham gap**: 10.6967 eV
**Electronic energy**: -23703.153 eV